{"formula": "C15H29N2O6", "method": "wB97M-V/def2-TZVPD", "species": ["C", "C", "O", "C", "N", "C", "C", "N", "C", "C", "C", "C", "C", "O", "O", "C", "C", "O", "C", "C", "O", "H", "H", "H", "H", "H", "H", "H", "H", "H", "H", "H", "H", "H", "H", "H", "H", "H", "H", "H", "H", "H", "H", "H", "H", "H", "C", "O", "H", "H", "H", "H"], "xyz": [[-3.80, 1.21, 2.89], [-2.94, -0.02, 3.22], [-1.59, 0.39, 3.49], [-0.70, 0.26, 2.43], [0.37, 1.24, 2.76], [1.01, 1.66, 1.74], [2.07, 2.71, 1.91], [2.87, 2.98, 0.74], [2.71, 4.35, 0.23], [0.46, 0.92, 0.53], [0.72, 1.42, -0.88], [1.31, 0.26, -1.71], [2.67, -0.18, -1.22], [3.28, 0.34, -0.39], [3.21, -1.26, -1.84], [-1.03, 0.80, 1.03], [-1.92, 0.02, 0.10], [-1.37, -1.28, -0.16], [-2.01, -1.89, -1.20], [-1.22, -2.87, -2.02], [-3.11, -1.65, -1.48], [-4.78, 1.17, 3.35], [-3.88, 1.43, 1.83], [-3.30, 2.07, 3.34], [-3.01, -0.82, 2.49], [-3.32, -0.42, 4.16], [-0.18, -0.71, 2.43], [0.56, 1.59, 3.69], [2.67, 2.45, 2.78], [1.55, 3.63, 2.19], [3.84, 2.90, 1.00], [1.88, 4.45, -0.46], [2.63, 5.10, 1.02], [3.61, 4.59, -0.33], [0.80, -0.12, 0.63], [-0.19, 1.69, -1.39], [1.41, 2.25, -0.92], [1.37, 0.50, -2.77], [0.66, -0.62, -1.62], [2.51, -1.84, -2.18], [-1.42, 1.81, 1.16], [-2.93, 0.01, 0.50], [-1.98, 0.56, -0.84], [-0.81, -2.41, -2.91], [-1.96, -3.59, -2.37], [-0.50, -3.43, -1.44], [0.45, -5.31, -4.24], [1.03, -4.64, -3.12], [0.03, -4.56, -4.90], [1.21, -5.87, -4.78], [-0.34, -5.99, -3.91], [1.40, -5.31, -2.54]], "total_charge": 1, "orbital_gap_ev": 9.07, "lumo_ha": -0.12447, "total_energy_ev": -31283.25425, "homo_ev": -12.461}

{"formula": "CHFS2", "method": "wB97M-V/def2-TZVPD", "species": ["C", "F", "S", "S", "H"], "xyz": [[-0.03, 0.94, -0.04], [3.45, -0.10, -0.08], [-1.10, 2.22, -0.03], [1.52, 1.56, 0.07], [-0.17, -0.04, 0.14]], "orbital_gap_ev": [8.00, 5.65], "multiplicity": 3, "lumo_ha": [-0.06309, -0.14252], "s_squared": 2.065, "total_energy_ev": -25436.11948, "homo_ev": [-9.721, -9.526]}

{"formula": "C18H14BrN4O2PdSbSe4", "method": "wB97M-V/def2-TZVPD", "species": ["Pd", "O", "C", "N", "C", "O", "C", "C", "C", "C", "C", "N", "C", "C", "C", "C", "C", "N", "H", "H", "H", "H", "H", "H", "H", "H", "C", "C", "C", "C", "C", "Br", "N", "C", "H", "H", "H", "H", "H", "H", "Se", "Sb", "Se", "Se", "Se"], "xyz": [[-0.91, -1.07, 0.73], [-1.97, 2.14, 0.00], [-0.79, 1.85, 0.53], [0.18, 1.43, -0.19], [0.09, 1.31, -1.57], [0.55, 2.14, -2.31], [-0.51, 0.05, -2.17], [-0.63, 0.03, -3.55], [-1.20, -1.06, -4.17], [-1.64, -2.11, -3.38], [-1.47, -2.03, -2.02], [-0.91, -0.98, -1.41], [-0.56, 2.13, 1.98], [-1.41, 2.98, 2.66], [-1.18, 3.21, 4.01], [-0.10, 2.59, 4.61], [0.72, 1.78, 3.83], [0.50, 1.55, 2.54], [-0.28, 0.89, -4.10], [-1.32, -1.09, -5.25], [-2.11, -2.99, -3.81], [-1.81, -2.83, -1.37], [-2.25, 3.44, 2.15], [-1.83, 3.86, 4.57], [0.13, 2.74, 5.65], [1.58, 1.29, 4.26], [4.54, -0.07, 1.07], [3.48, -1.13, 0.95], [3.79, -2.48, 0.83], [2.77, -3.42, 0.74], [1.46, -2.96, 0.77], [0.07, -4.23, 0.66], [1.14, -1.68, 0.86], [2.14, -0.79, 0.95], [5.47, -0.38, 0.60], [4.75, 0.14, 2.12], [4.21, 0.86, 0.61], [4.82, -2.81, 0.81], [2.97, -4.47, 0.66], [1.82, 0.25, 1.04], [-1.87, -1.00, 2.92], [-3.88, 1.48, 0.22], [-3.31, -0.98, 1.11], [-4.38, 0.75, -1.97], [-4.99, 2.76, 1.84]], "orbital_gap_ev": 6.88, "lumo_ha": -0.03802, "total_energy_ev": -370396.28146, "homo_ev": -7.911}

{"formula": "C3H15NO4", "method": "wB97M-V/def2-TZVPD", "species": ["C", "C", "C", "O", "N", "H", "H", "H", "H", "H", "H", "H", "H", "H", "H", "H", "O", "H", "H", "O", "H", "H", "O"], "xyz": [[1.73, -0.44, 0.80], [0.76, -0.02, 1.81], [-0.28, -0.92, 2.26], [-0.58, 2.18, 0.75], [1.54, 0.13, -0.57], [2.74, -0.14, 1.14], [1.61, -1.51, 0.71], [1.21, 0.56, 2.62], [-0.82, -1.41, 1.44], [0.22, -1.69, 2.86], [-1.01, -0.48, 2.94], [-0.14, 1.60, 1.38], [1.12, 1.06, -0.50], [0.76, -0.40, -0.99], [-0.29, 1.96, -3.31], [-0.25, 0.45, -3.40], [-0.37, 1.26, -3.97], [-1.34, -0.50, -1.10], [-2.69, -0.45, -0.19], [-1.76, -0.23, -0.15], [-0.47, -1.71, -2.52], [-1.06, 1.50, 0.22], [-0.62, -0.81, -2.25]], "orbital_gap_ev": 4.73, "lumo_ha": -0.14554, "total_energy_ev": -13029.68186, "homo_ev": -8.685}

{"formula": "C4H11N2S3", "method": "wB97M-V/def2-TZVPD", "species": ["C", "C", "C", "C", "N", "N", "S", "S", "S", "H", "H", "H", "H", "H", "H", "H", "H", "H", "H", "H"], "xyz": [[0.96, -0.56, 1.09], [-0.63, -0.63, 0.91], [2.09, -1.99, -0.55], [-3.80, 1.64, -0.70], [1.80, -0.69, -0.08], [2.50, 0.28, -0.59], [-1.30, 1.14, 0.97], [2.35, 1.81, -0.20], [-2.03, 1.57, -0.96], [1.15, 0.36, 1.71], [1.21, -1.41, 1.59], [-0.86, -1.09, 0.01], [-1.07, -1.14, 1.73], [1.16, -2.32, -1.09], [3.07, -2.04, -1.16], [2.32, -2.58, 0.35], [-4.24, 1.82, -1.67], [-3.87, 2.55, -0.14], [-4.05, 0.81, -0.08], [3.24, 2.45, -1.14]], "total_charge": 1, "orbital_gap_ev": 6.46, "lumo_ha": -0.20016, "total_energy_ev": -39802.72769, "homo_ev": -11.902}

{"formula": "C15H42F3O13Y", "method": "wB97M-V/def2-TZVPD", "species": ["Y", "O", "C", "C", "O", "H", "H", "H", "H", "O", "C", "C", "O", "H", "H", "H", "H", "C", "O", "O", "C", "F", "F", "F", "C", "C", "H", "H", "H", "H", "H", "H", "C", "O", "H", "H", "H", "H", "C", "O", "H", "H", "H", "H", "C", "O", "H", "H", "H", "H", "C", "O", "H", "H", "H", "H", "C", "O", "H", "H", "H", "H", "C", "O", "H", "H", "H", "H", "C", "O", "H", "H", "H", "H"], "xyz": [[-2.18, -1.22, -3.14], [-3.04, -5.05, -2.54], [-1.96, -4.77, -1.74], [-0.66, -4.15, -2.36], [-0.99, -3.17, -3.29], [-1.64, -5.75, -1.31], [-2.20, -4.21, -0.80], [-0.12, -5.01, -2.76], [-0.04, -3.70, -1.57], [0.30, 2.90, -5.42], [1.02, 1.92, -4.83], [0.35, 0.49, -4.61], [-1.00, 0.46, -4.20], [1.46, 2.25, -3.87], [1.88, 1.66, -5.49], [1.00, -0.14, -3.97], [0.43, 0.04, -5.61], [-0.02, -0.74, -0.27], [-0.21, 0.07, 0.91], [-1.03, -0.65, -1.15], [1.42, -0.43, -0.72], [1.74, -1.29, -1.71], [1.69, 0.79, -1.21], [2.30, -0.63, 0.29], [-1.18, -0.39, 1.84], [-0.54, -1.01, 3.06], [-0.07, -1.96, 2.83], [0.22, -0.32, 3.46], [-1.27, -1.08, 3.87], [-2.00, -1.02, 1.50], [-1.56, 0.57, 2.19], [0.04, -1.73, 0.21], [0.25, 4.42, -0.76], [-0.36, 4.68, -2.03], [-0.58, 4.37, -0.05], [0.80, 3.48, -0.76], [0.91, 5.23, -0.45], [0.07, 5.48, -2.35], [-4.45, -2.38, 3.71], [-5.67, -1.83, 4.23], [-3.58, -1.92, 4.17], [-4.51, -3.46, 3.88], [-4.40, -2.27, 2.62], [-6.28, -1.71, 3.50], [-3.14, -1.30, 6.92], [-4.54, -1.08, 6.85], [-3.03, -2.28, 7.40], [-2.63, -1.22, 5.96], [-2.70, -0.54, 7.56], [-4.96, -1.50, 6.08], [-2.52, 2.53, 0.15], [-1.85, 2.28, -1.07], [-3.12, 3.43, 0.17], [-3.17, 1.66, 0.31], [-1.85, 2.45, 1.02], [-1.40, 1.44, -0.91], [4.21, 3.18, -2.03], [5.41, 3.19, -2.79], [3.37, 3.50, -2.66], [3.93, 2.16, -1.78], [4.22, 3.93, -1.23], [5.31, 3.80, -3.52], [4.61, -1.03, -3.52], [4.17, 0.14, -4.20], [4.00, -1.17, -2.63], [4.43, -1.87, -4.21], [5.65, -0.99, -3.20], [3.24, 0.25, -3.95], [3.00, 0.66, 3.45], [3.42, -0.20, 4.49], [1.96, 0.97, 3.58], [3.64, 1.54, 3.48], [3.07, 0.26, 2.43], [2.88, -0.98, 4.56]], "total_charge": -2, "orbital_gap_ev": 3.01, "lumo_ha": 0.11002, "total_energy_ev": -52042.27513, "homo_ev": -0.019}